Entry 1:
Here is the ion C4H8BrN2O2 with charge +1 at a distorted geometry from the OMol25 dataset. Energies are from ωB97M-V/def2-TZVPD.

Computed properties:
- total charge = +1
- largest force on an atom (eV/Å) = 8.94
- HOMO energy (alpha / beta) (eV) = -11.841 / -14.331
- E_LUMO (alpha / beta) (eV) = -3.68 / -7.64
- HOMO-LUMO gap (alpha / beta) (eV) = 8.16 / 6.69
- spin multiplicity = 3
- <S²> = 2.010

Positions of all 17 atoms, in Å:
C (0.03825, -0.31485, -0.78545)
C (-0.04647, -0.83522, 0.69856)
C (1.21039, 0.69161, -1.14757)
C (0.89767, -0.54073, 1.80515)
N (-1.27107, 0.36431, -0.63394)
N (-1.43734, 0.35610, 0.63270)
O (-2.35674, 0.79712, 1.21968)
O (-2.10834, 1.07528, -1.35293)
Br (-1.02120, -2.44293, 0.76100)
H (0.14649, -1.04414, -1.58347)
H (1.56171, 1.10782, -0.24995)
H (0.74883, 1.37608, -1.77258)
H (1.94510, 0.17113, -1.62798)
H (0.37878, -0.88658, 2.71435)
H (1.44954, 0.44198, 1.91584)
H (1.80385, -1.24147, 1.72080)
H (-1.93944, 0.92450, -2.31421)

Forces on atoms 1 to 2 (eV/Å):
C 1.7 0.8 0.1
C -2.5 2.3 -1.0


Entry 2:
Here is a cluster of 2 separate species, C13H19OS3 in total at a distorted geometry from the OMol25 dataset. Energies are from ωB97M-V/def2-TZVPD.

Computed properties:
- total charge = +1
- largest force on an atom (eV/Å) = 4.62
- HOMO energy (eV) = -9.653
- E_LUMO (eV) = -5.19
- HOMO-LUMO gap (eV) = 4.47

Positions of all 36 atoms, in Å:
C (-3.87821, -0.03763, 1.22211)
C (-3.18243, 1.15716, 1.32936)
C (-1.81114, 1.16507, 1.35231)
C (-1.06661, -0.04137, 1.27642)
C (0.33892, -0.03943, 1.27369)
S (1.11325, -1.61442, 1.26225)
C (2.84384, -1.27488, 1.51423)
C (3.30918, -0.03526, 0.76321)
C (2.84324, 1.23588, 1.46030)
S (1.10052, 1.54235, 1.25495)
C (-1.81022, -1.24742, 1.19206)
C (-3.18211, -1.23553, 1.15909)
H (-4.95594, -0.03440, 1.18587)
H (-3.72561, 2.08577, 1.38155)
H (-1.27997, 2.09523, 1.43080)
H (2.99909, -1.15495, 2.58891)
H (3.41101, -2.16328, 1.21908)
H (4.39812, -0.03942, 0.61187)
H (2.87716, -0.05821, -0.24476)
H (3.03436, 1.18079, 2.53475)
H (3.38515, 2.11368, 1.09640)
H (-1.27939, -2.17971, 1.12860)
H (-3.72591, -2.16125, 1.06427)
C (0.86132, -0.35275, 8.20879)
S (1.39513, 0.16025, 6.55886)
C (2.45441, -1.19810, 6.01117)
C (-0.07465, -0.00712, 5.57728)
O (2.07500, 1.52696, 6.50348)
H (0.40302, -1.33615, 8.17355)
H (1.71652, -0.38420, 8.87766)
H (0.13618, 0.35973, 8.59045)
H (1.91663, -2.14058, 6.03869)
H (2.78314, -1.00733, 4.99445)
H (3.32341, -1.26657, 6.65900)
H (-0.42890, -0.97154, 5.28453)
H (-0.52977, 0.86942, 5.18101)

Forces on atoms 1 to 2 (eV/Å):
C 0.2 0.0 0.0
C -0.2 0.1 0.0